The following is a quantum chemistry calculation of 7 unconnected molecules or ions with the total composition C40H69N2O23P, from the OMol25 dataset.

CARTESIAN COORDINATES (ANGSTROEM)
C: -0.02 0.62 -0.81
C: -0.82 1.21 0.36
C: -1.00 0.40 1.65
C: 0.25 -0.16 2.39
C: 1.32 -1.00 1.67
C: 2.64 -0.33 1.23
C: 3.15 0.73 2.20
C: 2.56 2.12 1.95
O: 2.11 2.71 3.16
C: 1.02 3.58 2.98
N: -0.43 -1.05 3.37
C: -1.76 -1.19 3.18
O: -2.55 -1.65 3.98
C: -2.12 -0.68 1.77
C: -3.51 -0.01 1.85
C: -4.71 -0.93 1.62
C: -6.03 -0.37 2.15
C: -6.40 0.97 1.49
N: -7.49 0.75 0.51
C: -2.06 -1.94 0.87
P: -2.58 -1.87 -0.87
O: -3.74 -2.71 -1.16
O: -1.28 -2.28 -1.70
O: -2.74 -0.33 -1.30
H: 0.03 -0.46 -0.81
H: -0.49 0.95 -1.75
H: 0.99 1.04 -0.82
H: -1.82 1.48 0.02
H: -0.33 2.15 0.64
H: -1.37 1.15 2.35
H: 0.71 0.63 2.99
H: 0.87 -1.50 0.81
H: 1.59 -1.79 2.37
H: 3.38 -1.14 1.19
H: 2.56 0.05 0.21
H: 2.89 0.43 3.21
H: 4.24 0.79 2.14
H: 1.73 2.04 1.23
H: 3.31 2.78 1.48
H: 1.17 4.26 2.13
H: 0.93 4.19 3.89
H: 0.09 3.03 2.83
H: -0.10 -1.09 4.32
H: -3.63 0.40 2.85
H: -3.51 0.82 1.14
H: -4.86 -1.15 0.56
H: -4.51 -1.88 2.13
H: -6.01 -0.30 3.24
H: -6.83 -1.06 1.90
H: -5.53 1.39 0.99
H: -6.72 1.71 2.23
H: -7.01 0.50 -0.35
H: -7.94 1.63 0.32
H: -2.72 -2.70 1.29
H: -1.05 -2.35 0.89
H: -0.86 -1.55 -2.17
H: -3.68 -0.12 -1.49
C: 2.25 5.34 -1.72
C: 3.06 4.29 -2.45
C: 2.44 3.73 -3.71
O: 2.99 2.40 -3.75
C: 3.28 2.04 -2.48
O: 3.58 0.94 -2.14
O: 3.17 3.09 -1.65
H: 2.68 5.54 -0.74
H: 2.25 6.27 -2.29
H: 1.22 5.01 -1.58
H: 4.07 4.64 -2.64
H: 2.71 4.26 -4.62
H: 1.35 3.65 -3.63
C: 7.33 2.12 5.28
C: 6.65 0.85 5.72
C: 7.22 -0.43 5.15
O: 6.07 -1.29 5.10
C: 4.98 -0.50 4.99
O: 3.89 -0.89 4.73
O: 5.30 0.79 5.21
H: 6.74 2.99 5.57
H: 8.31 2.19 5.74
H: 7.43 2.09 4.20
H: 6.58 0.78 6.81
H: 8.00 -0.89 5.75
H: 7.58 -0.28 4.13
C: -8.83 -0.86 -4.82
C: -7.49 -1.18 -4.21
C: -7.53 -1.98 -2.92
O: -6.32 -1.54 -2.28
C: -6.04 -0.31 -2.73
O: -5.20 0.39 -2.24
O: -6.81 0.02 -3.77
H: -8.71 -0.13 -5.63
H: -9.28 -1.76 -5.23
H: -9.50 -0.43 -4.08
H: -6.84 -1.67 -4.94
H: -7.49 -3.05 -3.05
H: -8.38 -1.71 -2.30
C: -10.92 -7.15 -0.50
C: -10.19 -6.18 -1.38
C: -9.05 -5.42 -0.74
O: -9.04 -4.20 -1.50
C: -10.29 -4.00 -1.99
O: -10.65 -3.00 -2.52
O: -11.05 -5.10 -1.79
H: -11.83 -7.51 -0.99
H: -10.29 -8.01 -0.27
H: -11.22 -6.67 0.44
H: -9.84 -6.68 -2.29
H: -8.08 -5.90 -0.81
H: -9.27 -5.17 0.30
C: 8.85 5.16 0.24
C: 9.25 3.86 0.90
C: 9.73 2.76 -0.02
O: 9.36 1.58 0.71
C: 8.31 1.89 1.49
O: 7.65 1.09 2.08
O: 8.11 3.22 1.51
H: 8.35 5.81 0.96
H: 9.73 5.67 -0.13
H: 8.17 4.97 -0.59
H: 9.98 4.04 1.70
H: 10.81 2.76 -0.19
H: 9.20 2.76 -0.97
C: 3.96 -2.63 -4.17
C: 5.46 -2.51 -4.26
C: 6.12 -1.68 -3.18
O: 7.28 -1.18 -3.85
C: 7.02 -1.14 -5.17
O: 7.70 -0.61 -5.99
O: 5.86 -1.78 -5.44
H: 3.57 -3.08 -5.08
H: 3.69 -3.26 -3.33
H: 3.51 -1.65 -4.05
H: 5.93 -3.50 -4.32
H: 6.41 -2.24 -2.29
H: 5.49 -0.83 -2.89

The value obtained for the HOMO-LUMO gap is 0.3300 Eh. The total charge is 0. The calculation puts the LUMO energy at 0.2094 eV. The SMILES is CC[C@@H]1[C@H](CCCCOC)NC(=O)[C@]1(CCCCN)CP(=O)(O)O.C[C@@H]1COC(=O)O1.C[C@@H]1COC(=O)O1.C[C@@H]1COC(=O)O1.C[C@@H]1COC(=O)O1.C[C@@H]1COC(=O)O1.C[C@@H]1COC(=O)O1.

Mulliken population analysis, charges in e, atoms 1 to 2:
1. C -0.293
2. C -1.375

The following is a quantum chemistry calculation of 13 unconnected molecules or ions with the total composition H24NO15 in a non-equilibrium geometry, from the OMol25 dataset.

CARTESIAN COORDINATES (ANGSTROEM)
N: -0.33 0.23 0.11
O: 0.20 0.97 0.98
O: -1.45 -0.31 0.28
O: 0.43 -0.35 -0.71
O: 0.71 -2.94 -2.60
H: 1.58 -3.14 -2.26
H: 0.07 -2.88 -1.89
O: -4.11 -1.86 -0.11
H: -3.38 -1.93 0.52
H: -3.69 -1.65 -0.93
O: 2.93 0.44 -0.53
H: 2.00 0.26 -0.67
H: 3.13 1.07 -1.19
O: -1.03 4.23 0.87
H: -0.43 4.50 1.52
H: -0.54 3.74 0.20
O: -2.76 2.09 1.48
H: -2.21 2.90 1.51
H: -2.22 1.47 1.03
O: 1.25 2.92 -0.80
H: 0.81 2.24 -0.33
H: 1.61 2.38 -1.56
O: 1.20 -0.79 -4.09
H: 1.20 0.08 -3.60
H: 1.09 -1.41 -3.38
O: -1.40 2.02 -1.98
H: -2.33 2.25 -1.87
H: -1.37 1.28 -2.60
O: 0.63 -1.61 3.28
H: 0.92 -1.95 2.43
H: 0.85 -0.67 3.22
O: 3.37 0.97 2.31
H: 2.55 0.96 2.81
H: 3.16 0.75 1.40
O: 1.14 -2.83 1.00
H: 1.02 -2.22 0.26
H: 1.56 -3.48 0.48
O: -2.32 -2.31 1.95
H: -2.38 -3.23 1.95
H: -1.47 -2.19 1.51

The value obtained for the HOMO-LUMO gap is 0.3447 Eh. The total charge is -1. The calculation puts the LUMO energy at 2.1377 eV. Its energy relative to the best compared isomer or geometry (same formula, charge and spin) is 121.15 kJ/mol.

Mulliken population analysis, charges in e, atoms 1 to 2:
1. N 0.811
2. O -0.572

The following is a quantum chemistry calculation of a molecular structure, C31H30N3O5Sr in a non-equilibrium geometry, from the OMol25 dataset.

CARTESIAN COORDINATES (ANGSTROEM)
Sr: 0.36 -0.80 -0.80
O: 1.53 -0.16 -2.71
C: 2.22 -0.70 -3.66
C: 3.03 0.10 -4.51
C: 3.73 -0.44 -5.55
C: 3.71 -1.81 -5.82
C: 2.96 -2.62 -4.98
C: 2.23 -2.11 -3.91
C: 1.56 -3.13 -3.07
N: 0.88 -2.91 -2.02
C: 0.30 -4.00 -1.20
C: 0.89 -3.98 0.23
N: 0.93 -2.61 0.78
C: 0.75 -2.38 2.03
C: 0.91 -1.08 2.71
C: 0.63 -1.10 4.09
C: 0.79 0.01 4.89
C: 1.28 1.19 4.29
C: 1.56 1.25 2.94
C: 1.36 0.13 2.09
O: 1.59 0.23 0.83
H: 3.04 1.16 -4.30
H: 4.33 0.22 -6.18
H: 4.26 -2.24 -6.65
H: 2.94 -3.69 -5.15
H: 1.69 -4.17 -3.41
H: 0.48 -4.98 -1.66
H: -0.77 -3.83 -1.14
H: 1.92 -4.34 0.19
H: 0.31 -4.66 0.88
H: 0.50 -3.22 2.69
H: 0.27 -2.03 4.52
H: 0.57 -0.03 5.94
H: 1.42 2.07 4.90
H: 1.92 2.16 2.48
O: 0.68 2.49 -3.36
C: 1.14 3.38 -2.36
C: 0.34 4.66 -2.44
C: -1.14 4.40 -2.11
C: -1.30 4.09 -0.65
C: -1.56 5.07 0.30
C: -1.65 4.72 1.63
C: -1.47 3.39 1.98
C: -1.21 2.48 0.97
N: -1.13 2.81 -0.32
H: 0.90 1.59 -3.06
H: 2.21 3.59 -2.47
H: 1.00 2.92 -1.37
H: 0.43 5.06 -3.45
H: 0.76 5.39 -1.75
H: -1.47 3.54 -2.69
H: -1.75 5.25 -2.41
H: -1.70 6.10 -0.02
H: -1.86 5.47 2.39
H: -1.52 3.06 3.01
H: -1.05 1.43 1.20
O: -2.59 -2.72 -0.33
C: -2.40 -1.76 0.42
O: -1.74 -0.70 0.15
C: -2.93 -1.83 1.84
C: -3.05 -3.07 2.47
C: -3.48 -3.15 3.78
C: -3.83 -2.00 4.47
C: -3.74 -0.76 3.84
C: -3.28 -0.69 2.53
H: -2.79 -3.96 1.91
H: -3.54 -4.12 4.27
H: -4.17 -2.06 5.50
H: -4.01 0.14 4.37
H: -3.18 0.27 2.04

The value obtained for the HOMO-LUMO gap is 0.2786 Eh. The total charge is -1. The calculation puts the LUMO energy at 2.7437 eV.

Mulliken population analysis, charges in e, atoms 1 to 2:
1. Sr 2.462
2. O -0.731

Repeat the second record exactly.
The following is a quantum chemistry calculation of 13 unconnected molecules or ions with the total composition H24NO15 in a non-equilibrium geometry, from the OMol25 dataset.

CARTESIAN COORDINATES (ANGSTROEM)
N: -0.33 0.23 0.11
O: 0.20 0.97 0.98
O: -1.45 -0.31 0.28
O: 0.43 -0.35 -0.71
O: 0.71 -2.94 -2.60
H: 1.58 -3.14 -2.26
H: 0.07 -2.88 -1.89
O: -4.11 -1.86 -0.11
H: -3.38 -1.93 0.52
H: -3.69 -1.65 -0.93
O: 2.93 0.44 -0.53
H: 2.00 0.26 -0.67
H: 3.13 1.07 -1.19
O: -1.03 4.23 0.87
H: -0.43 4.50 1.52
H: -0.54 3.74 0.20
O: -2.76 2.09 1.48
H: -2.21 2.90 1.51
H: -2.22 1.47 1.03
O: 1.25 2.92 -0.80
H: 0.81 2.24 -0.33
H: 1.61 2.38 -1.56
O: 1.20 -0.79 -4.09
H: 1.20 0.08 -3.60
H: 1.09 -1.41 -3.38
O: -1.40 2.02 -1.98
H: -2.33 2.25 -1.87
H: -1.37 1.28 -2.60
O: 0.63 -1.61 3.28
H: 0.92 -1.95 2.43
H: 0.85 -0.67 3.22
O: 3.37 0.97 2.31
H: 2.55 0.96 2.81
H: 3.16 0.75 1.40
O: 1.14 -2.83 1.00
H: 1.02 -2.22 0.26
H: 1.56 -3.48 0.48
O: -2.32 -2.31 1.95
H: -2.38 -3.23 1.95
H: -1.47 -2.19 1.51

The value obtained for the HOMO-LUMO gap is 0.3447 Eh. The total charge is -1. The calculation puts the LUMO energy at 2.1377 eV. Its energy relative to the best compared isomer or geometry (same formula, charge and spin) is 121.15 kJ/mol.

Mulliken population analysis, charges in e, atoms 1 to 2:
1. N 0.811
2. O -0.572

Copy entry 2 word for word.
The following is a quantum chemistry calculation of 13 unconnected molecules or ions with the total composition H24NO15 in a non-equilibrium geometry, from the OMol25 dataset.

CARTESIAN COORDINATES (ANGSTROEM)
N: -0.33 0.23 0.11
O: 0.20 0.97 0.98
O: -1.45 -0.31 0.28
O: 0.43 -0.35 -0.71
O: 0.71 -2.94 -2.60
H: 1.58 -3.14 -2.26
H: 0.07 -2.88 -1.89
O: -4.11 -1.86 -0.11
H: -3.38 -1.93 0.52
H: -3.69 -1.65 -0.93
O: 2.93 0.44 -0.53
H: 2.00 0.26 -0.67
H: 3.13 1.07 -1.19
O: -1.03 4.23 0.87
H: -0.43 4.50 1.52
H: -0.54 3.74 0.20
O: -2.76 2.09 1.48
H: -2.21 2.90 1.51
H: -2.22 1.47 1.03
O: 1.25 2.92 -0.80
H: 0.81 2.24 -0.33
H: 1.61 2.38 -1.56
O: 1.20 -0.79 -4.09
H: 1.20 0.08 -3.60
H: 1.09 -1.41 -3.38
O: -1.40 2.02 -1.98
H: -2.33 2.25 -1.87
H: -1.37 1.28 -2.60
O: 0.63 -1.61 3.28
H: 0.92 -1.95 2.43
H: 0.85 -0.67 3.22
O: 3.37 0.97 2.31
H: 2.55 0.96 2.81
H: 3.16 0.75 1.40
O: 1.14 -2.83 1.00
H: 1.02 -2.22 0.26
H: 1.56 -3.48 0.48
O: -2.32 -2.31 1.95
H: -2.38 -3.23 1.95
H: -1.47 -2.19 1.51

The value obtained for the HOMO-LUMO gap is 0.3447 Eh. The total charge is -1. The calculation puts the LUMO energy at 2.1377 eV. Its energy relative to the best compared isomer or geometry (same formula, charge and spin) is 121.15 kJ/mol.

Mulliken population analysis, charges in e, atoms 1 to 2:
1. N 0.811
2. O -0.572